No. 1
Here is a molecular structure, C13H9F3GaNO4S from the OMol25 dataset. Energies are from ωB97M-V/def2-TZVPD.

Geometry as XYZ:
```
32
Properties=species:S:1:pos:R:3
Ga -0.1034 0.2242 -0.0550
S -1.2018 -1.9049 3.5735
C -0.6046 -0.4052 4.1374
C -0.1924 0.4060 3.1204
C -0.3608 -0.1841 1.8418
C -0.8970 -1.4447 1.9486
C -1.1720 -2.2591 0.7675
C -1.7166 -3.5367 0.7714
C -1.9205 -4.1804 -0.4363
C -1.5807 -3.5509 -1.6260
C -1.0434 -2.2807 -1.5617
N -0.8507 -1.6609 -0.3978
H -0.5837 -0.2001 5.1961
H 0.2176 1.3916 3.2880
H -1.9737 -4.0130 1.7073
H -2.3453 -5.1755 -0.4496
H -1.7276 -4.0287 -2.5830
H -0.7554 -1.7293 -2.4475
C -3.1534 1.0733 0.1718
C -2.3600 1.7567 -0.9246
O -2.8459 2.5919 -1.6404
O -1.0958 1.3572 -1.0839
H -4.1611 1.4758 0.1999
H -2.6767 1.2169 1.1424
H -3.2006 -0.0016 -0.0198
F 1.4115 2.1982 0.5909
C 2.3846 2.1974 -0.3718
F 1.9889 3.0348 -1.3270
F 3.4849 2.6722 0.1890
C 2.5824 0.7642 -0.9462
O 3.6574 0.4606 -1.3739
O 1.5087 0.0227 -0.9449
```

Calculated values
Multiplicity   1
DFT total energy   -3479.20589 Ha
Frontier orbital gap   8.42 eV
Energy relative to the best compared isomer or geometry (same formula, charge and spin)   0.00 kcal/mol

No. 2
Here is 8 unconnected molecules or ions with the total composition C37H51N10 at a distorted geometry from the OMol25 dataset. Energies are from ωB97M-V/def2-TZVPD.

Geometry as XYZ:
```
98
Properties=species:S:1:pos:R:3
N -3.3017 1.0478 -1.0016
C -3.2834 1.5131 -2.4409
C -4.3053 0.7146 -3.4441
C -4.5585 -0.8613 -3.0665
C -3.3001 -1.8634 -3.4298
C -2.6412 -2.6139 -2.1286
N -1.5369 -1.7787 -1.4373
C -1.6916 -1.5928 -0.0031
C -0.6861 -0.7169 0.8981
C 0.4790 -0.1031 -0.0551
C 0.3749 -0.5417 -1.5868
N -0.6025 -1.3607 -2.3009
H -2.8305 1.7336 -0.3601
H -4.2543 0.7842 -0.6663
H -3.5811 2.6676 -2.4630
H -2.1646 1.4599 -2.8227
H -3.8154 0.7545 -4.5296
H -5.3446 1.2614 -3.4018
H -4.9172 -1.0345 -1.9429
H -5.4799 -1.2181 -3.7366
H -3.7346 -2.7147 -4.1406
H -2.5480 -1.2475 -4.0813
H -2.1699 -3.6471 -2.4118
H -3.5308 -2.8068 -1.3610
H -2.6035 -2.1034 0.5547
H -0.7822 -0.5341 2.0445
H 1.3373 0.5935 0.3220
H 1.2509 -0.1285 -2.2884
N -9.4524 0.6783 -1.4619
C -8.7671 -0.2556 -0.7294
C -7.4487 0.1370 -0.6659
C -7.3362 1.3536 -1.3804
C -8.5890 1.6662 -1.8586
H -10.4408 0.6444 -1.6755
H -9.2745 -1.1181 -0.3185
H -6.6541 -0.3947 -0.1588
H -6.4382 1.9391 -1.5293
H -8.9388 2.5040 -2.4469
N 1.5653 -0.2277 3.5172
C 1.7387 0.5331 4.6440
C 2.3961 -0.2348 5.5790
C 2.6328 -1.5015 4.9934
C 2.1120 -1.4683 3.7192
H 1.1065 0.0786 2.6690
H 1.3790 1.5525 4.6844
H 2.6762 0.0833 6.5748
H 3.1301 -2.3465 5.4516
H 2.0826 -2.2197 2.9414
N 1.4348 -2.0717 -4.4150
C 1.5583 -2.4071 -5.7382
C 2.8886 -2.6561 -5.9918
C 3.5914 -2.4702 -4.7774
C 2.6689 -2.1126 -3.8199
H 0.5686 -1.8324 -3.9502
H 0.6915 -2.4381 -6.3847
H 3.3075 -2.9422 -6.9479
H 4.6558 -2.5854 -4.6184
H 2.7847 -1.8831 -2.7690
N 1.8002 3.4137 6.8429
C 1.5807 4.5546 6.1159
C 2.7159 5.3306 6.1884
C 3.6554 4.6302 6.9823
C 3.0647 3.4486 7.3706
H 1.1338 2.6630 6.9695
H 0.6374 4.7170 5.6119
H 2.8532 6.2961 5.7192
H 4.6554 4.9527 7.2421
H 3.4345 2.6324 7.9768
N 4.6778 0.3383 -7.0262
C 4.4582 1.4793 -7.7532
C 5.5935 2.2552 -7.6807
C 6.5330 1.5548 -6.8868
C 5.9423 0.3732 -6.4985
H 4.0114 -0.4123 -6.8996
H 3.5149 1.6417 -8.2572
H 5.7307 3.2208 -8.1499
H 7.5329 1.8774 -6.6270
H 6.3121 -0.4430 -5.8923
N -0.9532 3.3679 1.9811
C -0.6111 4.1128 3.0796
C -0.9400 5.4252 2.8232
C -1.5059 5.4725 1.5267
C -1.5044 4.1878 1.0311
H -0.8206 2.3694 1.8867
H -0.1626 3.6468 3.9467
H -0.7898 6.2582 3.4975
H -1.8753 6.3491 1.0105
H -1.8464 3.7882 0.0857
N 4.4782 -5.4546 5.7533
C 4.0304 -5.4048 4.4588
C 3.4945 -6.6341 4.1463
C 3.6181 -7.4523 5.2946
C 4.2262 -6.6977 6.2727
H 4.9239 -4.6929 6.2481
H 4.1327 -4.5018 3.8720
H 3.0603 -6.9113 3.1945
H 3.2974 -8.4809 5.3972
H 4.5017 -6.9388 7.2907
```

Calculated values
Multiplicity   1
DFT total energy   -1987.44541 Ha
Frontier orbital gap   3.91 eV
Net charge   +1

No. 3
Here is 8 unconnected molecules or ions with the total composition C54H122N6O2 at a distorted geometry from the OMol25 dataset. Energies are from ωB97M-V/def2-TZVPD.

Geometry as XYZ:
```
184
Properties=species:S:1:pos:R:3
C 34.1144 29.3496 3.3589
C 32.7915 29.0326 3.9833
C 32.8906 28.0351 5.1342
O 31.9450 30.1508 4.2644
H 33.9237 30.1602 2.6555
H 34.4539 28.4323 2.8779
H 34.7058 29.6594 4.2204
H 32.3224 28.5665 3.1168
H 33.6576 27.2849 4.9418
H 31.9385 27.5239 5.2771
H 33.1683 28.4993 6.0805
C 37.1083 31.6723 0.1549
C 36.5097 30.3162 0.5337
C 35.5485 29.7282 -0.4722
O 37.4804 29.4733 1.0556
H 36.4043 32.2614 -0.4329
H 38.0032 31.4759 -0.4356
H 37.3652 32.2606 1.0358
H 35.8372 30.5634 1.3551
H 34.8578 30.4133 -0.9638
H 35.0174 28.8956 -0.0110
H 36.1080 29.1602 -1.2155
C 39.7360 26.3036 3.9465
C 40.1470 27.6842 4.3356
C 39.0671 28.7376 3.9388
N 38.9866 30.0371 4.7504
C 38.6506 29.7719 6.2172
C 37.9248 30.9776 4.0417
C 38.7468 32.0498 3.3825
C 39.9503 32.3291 4.2058
C 40.3717 30.9037 4.5899
H 40.3191 25.3884 4.0484
H 39.3188 26.3390 2.9401
H 38.8430 26.1490 4.5522
H 41.0728 28.0197 3.8682
H 40.3755 27.5764 5.3959
H 38.0489 28.3516 3.8913
H 39.3058 29.0184 2.9130
H 37.7665 29.1554 6.3802
H 38.4017 30.7800 6.5487
H 39.5301 29.3017 6.6571
H 37.2751 31.3945 4.8113
H 37.2355 30.3357 3.4932
H 38.1520 32.9225 3.1129
H 38.9232 31.5309 2.4403
H 39.6883 32.9602 5.0550
H 40.6934 32.9599 3.7179
H 41.0149 30.8538 5.4686
H 40.9149 30.3958 3.7930
C 32.5085 25.6126 -0.9216
C 33.9474 26.2683 -0.5361
C 35.1455 25.1946 -0.7185
N 36.6141 25.4831 -0.3019
C 36.4466 25.6661 1.2029
C 37.4560 24.2247 -0.5842
C 38.8974 24.6673 -0.7374
C 38.7840 26.1464 -1.3099
C 37.3000 26.6201 -1.1422
H 31.6340 26.1972 -0.6358
H 32.3794 24.6044 -0.5280
H 32.4305 25.6393 -2.0085
H 33.8552 26.5341 0.5170
H 34.2381 27.1765 -1.0641
H 35.1947 24.8803 -1.7610
H 34.8071 24.3316 -0.1450
H 35.8343 24.8806 1.6459
H 35.8472 26.5470 1.4326
H 37.4199 25.7228 1.6902
H 37.3126 23.5246 0.2389
H 37.0965 23.7921 -1.5179
H 39.5825 24.6524 0.1102
H 39.3149 23.9270 -1.4199
H 39.4036 26.8785 -0.7920
H 39.0909 26.0857 -2.3541
H 37.2996 27.5115 -0.5149
H 36.7218 26.8423 -2.0390
C 40.4585 33.8157 0.6404
C 41.3728 32.8947 -0.1349
C 40.9951 31.3898 0.0409
N 42.0967 30.4352 -0.5755
C 42.4004 30.8778 -2.1054
C 41.7036 28.9349 -0.4423
C 42.7182 28.2758 0.5652
C 43.9482 29.1097 0.1863
C 43.4150 30.5505 0.1455
H 40.7202 34.8730 0.6826
H 40.3008 33.6045 1.6980
H 39.4855 33.7449 0.1542
H 42.4168 33.1083 0.0948
H 41.2516 33.1740 -1.1815
H 40.0805 30.9876 -0.3949
H 41.0018 31.1405 1.1020
H 41.5650 30.9216 -2.8041
H 43.1121 30.1464 -2.4882
H 42.9313 31.8276 -2.0410
H 41.5147 28.5309 -1.4369
H 40.7014 28.9127 -0.0144
H 42.8869 27.2136 0.3882
H 42.4976 28.3662 1.6288
H 44.4361 28.7062 -0.7010
H 44.6394 28.9744 1.0183
H 44.0442 31.2997 -0.3350
H 43.2559 30.8802 1.1722
C 33.5278 33.6866 -2.2536
C 33.0816 33.4814 -3.7972
C 33.1733 34.7904 -4.6907
N 32.0864 35.0062 -5.7643
C 32.0673 33.8303 -6.8742
C 30.6298 35.0939 -5.2854
C 29.9656 36.1066 -6.1780
C 30.9977 37.1974 -6.3271
C 32.2736 36.4107 -6.4640
H 34.1797 34.5591 -2.2110
H 34.1103 32.8398 -1.8906
H 32.6720 33.7512 -1.5816
H 32.1043 33.0347 -3.6142
H 33.5725 32.6804 -4.3499
H 34.0694 34.7772 -5.3112
H 33.1395 35.6680 -4.0450
H 33.0807 33.5628 -7.1736
H 31.4188 34.0410 -7.7245
H 31.7400 32.9212 -6.3697
H 30.1643 34.1125 -5.1948
H 30.6964 35.4896 -4.2719
H 29.6243 35.6221 -7.0928
H 29.0747 36.4954 -5.6847
H 30.6547 37.8603 -7.1214
H 31.0522 37.9019 -5.4971
H 32.6254 36.1133 -7.4519
H 33.0918 36.8856 -5.9226
C 35.6714 34.9735 1.4046
C 34.5209 34.3399 2.2200
C 34.6644 34.8586 3.6221
N 33.6400 34.2757 4.6869
C 33.8834 32.8139 5.1872
C 32.2313 34.3469 4.0946
C 31.3515 34.5450 5.3079
C 32.1164 35.4212 6.2683
C 33.6426 35.1627 5.9323
H 36.6538 34.5410 1.5944
H 35.8659 36.0288 1.5961
H 35.5237 34.7432 0.3495
H 34.5101 33.2536 2.1315
H 33.5448 34.6740 1.8682
H 34.5447 35.9358 3.7372
H 35.5756 34.5389 4.1276
H 33.9368 32.2059 4.2841
H 33.0074 32.3579 5.6485
H 34.7709 32.8771 5.8168
H 32.1055 33.5050 3.4138
H 32.0916 35.2831 3.5542
H 31.2164 33.6228 5.8731
H 30.4184 35.0132 4.9946
H 32.0222 35.2816 7.3452
H 31.7846 36.3959 5.9104
H 34.1945 34.6393 6.7130
H 34.1773 36.0600 5.6207
C 38.7867 32.9030 -3.1258
C 38.7099 34.4276 -2.9382
C 38.9024 35.2832 -4.2161
N 38.3879 36.7546 -4.0677
C 39.3442 37.3388 -2.9984
C 36.9060 36.9149 -3.8496
C 36.5714 38.2976 -4.3577
C 37.2908 38.4622 -5.6290
C 38.5132 37.5441 -5.4186
H 38.1089 32.4598 -3.8553
H 38.7384 32.4388 -2.1408
H 39.7378 32.7017 -3.6187
H 39.4145 34.7400 -2.1674
H 37.7933 34.6648 -2.3982
H 38.2432 34.8559 -4.9717
H 39.9115 35.3264 -4.6259
H 39.1246 38.3731 -2.7335
H 40.4033 37.2054 -3.2192
H 39.0686 36.8495 -2.0643
H 36.8338 36.8077 -2.7673
H 36.4270 36.1484 -4.4589
H 36.9543 38.9548 -3.5769
H 35.4852 38.3085 -4.4487
H 37.5319 39.5160 -5.7690
H 36.6675 38.1022 -6.4474
H 39.4654 38.0470 -5.2498
H 38.6252 36.9256 -6.3091
```

Calculated values
Multiplicity   1
DFT total energy   -2608.05885 Ha
Frontier orbital gap   3.41 eV
Net charge   +4
Energy relative to the best compared isomer or geometry (same formula, charge and spin)   26.98 kcal/mol

No. 4
Here is a molecular structure, C17H22FN2O2S at a distorted geometry from the OMol25 dataset. Energies are from ωB97M-V/def2-TZVPD.

Geometry as XYZ:
```
45
Properties=species:S:1:pos:R:3
C -1.3797 1.6121 2.4747
C -0.0689 2.2568 2.1980
N 0.8156 1.6263 1.4048
F 0.4587 0.1033 0.7199
C 1.9850 2.2324 1.1465
C 2.9819 1.5810 0.2547
C 2.3006 3.4796 1.7010
C 1.4205 4.1587 2.5389
C 1.7646 5.4973 3.1411
C 0.2220 3.4996 2.7629
H -1.9468 2.2615 3.1347
H -1.9613 1.4806 1.5592
H -1.2532 0.6515 2.9787
H 3.8584 2.2198 0.1817
H 3.3069 0.6167 0.6598
H 2.5858 1.4466 -0.7574
H 3.2686 3.9148 1.4541
H 0.9472 5.8602 3.7658
H 2.6612 5.4385 3.7599
H 1.9564 6.2441 2.3693
H -0.5476 3.9536 3.4047
C 1.9697 -1.4975 -1.3952
S 1.2272 -3.1549 -1.3924
C 2.1362 -3.8897 -0.0055
C -0.2535 -2.7840 -0.6331
C -1.4087 -2.6834 -1.4157
C -2.7339 -2.6172 -0.8362
C -3.8439 -2.4138 -1.6217
C -3.7182 -2.2671 -3.0217
N -4.8491 -1.9062 -3.7928
O -4.7119 -1.7272 -5.0228
O -5.9452 -1.7619 -3.2024
C -2.4425 -2.3817 -3.6279
C -1.3286 -2.6049 -2.8537
H 1.5964 -0.9625 -2.2727
H 1.6268 -0.9898 -0.4837
H 3.0564 -1.5924 -1.4430
H 1.8512 -4.9430 0.0307
H 3.2067 -3.7866 -0.1930
H 1.8114 -3.3521 0.8898
H -0.2244 -2.7357 0.4552
H -2.8183 -2.7371 0.2475
H -4.8467 -2.3578 -1.1956
H -2.3770 -2.2936 -4.7155
H -0.3556 -2.6945 -3.3514
```

Calculated values
Multiplicity   1
DFT total energy   -1418.50614 Ha
Frontier orbital gap   3.45 eV
Net charge   +1

No. 5
Here is a molecular structure, C35H41N7PdS at a distorted geometry from the OMol25 dataset. Energies are from ωB97M-V/def2-TZVPD.

Geometry as XYZ:
```
85
Properties=species:S:1:pos:R:3
Pd -0.7168 0.4440 1.6226
C -0.7473 -6.2560 -1.0948
C -1.7474 -5.2275 -1.6497
C -1.4367 -4.9419 -3.1301
C -3.1586 -5.8090 -1.5526
C -1.6040 -3.9309 -0.8749
C -2.6500 -3.3390 -0.1737
C -2.4356 -2.1348 0.4713
N -1.2688 -1.5028 0.4617
C -0.2318 -2.0557 -0.1856
C -0.3807 -3.2605 -0.8534
C 1.0622 -1.3253 -0.1266
C 2.1903 -1.7352 -0.8253
C 3.3967 -1.0472 -0.7119
C 3.4076 0.0560 0.1421
C 2.2524 0.4250 0.7953
N 1.1064 -0.2424 0.6533
C 4.6480 -1.4426 -1.4741
C 5.7952 -1.6520 -0.4723
C 5.0036 -0.2994 -2.4402
C 4.4546 -2.7295 -2.2794
H -0.8806 -7.2046 -1.6146
H -0.9136 -6.4258 -0.0298
H 0.2866 -5.9402 -1.2375
H -1.5649 -5.8560 -3.7100
H -0.4131 -4.5948 -3.2740
H -2.1176 -4.1884 -3.5298
H -3.1983 -6.7346 -2.1252
H -3.9022 -5.1299 -1.9739
H -3.4283 -6.0481 -0.5222
H -3.6266 -3.7982 -0.1297
H -3.2432 -1.6458 1.0059
H 0.4630 -3.6984 -1.3641
H 2.1258 -2.5935 -1.4730
H 4.3024 0.6448 0.2866
H 2.2359 1.2851 1.4529
H 6.0388 -0.7342 0.0629
H 6.6897 -1.9716 -1.0065
H 5.5400 -2.4235 0.2563
H 5.1421 0.6479 -1.9168
H 4.2219 -0.1701 -3.1912
H 5.9326 -0.5394 -2.9579
H 4.1974 -3.5724 -1.6343
H 5.3855 -2.9778 -2.7876
H 3.6871 -2.6116 -3.0470
C -2.9865 2.9420 -1.1655
C -2.3733 1.7993 -0.6980
N -1.2895 1.8591 0.0862
C -0.7417 3.0414 0.3635
C -1.2404 4.2416 -0.1379
C -2.4262 4.1763 -0.8616
C -0.5889 5.5342 0.1378
C 0.7037 5.8773 0.0253
C 1.8498 5.1558 -0.5621
C 3.1246 5.7097 -0.4480
C 4.1804 5.0041 -1.0065
N 3.9960 3.8712 -1.6735
C 2.7433 3.4535 -1.7889
N 1.6774 4.0231 -1.2517
H -3.8825 2.8685 -1.7649
H -2.7412 0.8096 -0.9369
H 0.1032 3.0337 1.0366
H -2.8894 5.0888 -1.2162
H -1.2712 6.3192 0.4476
H 0.9658 6.8801 0.3419
H 3.2878 6.6462 0.0671
H 5.2031 5.3530 -0.9236
H 2.5734 2.5532 -2.3708
C -5.4417 0.1644 3.9269
C -4.1387 0.8568 3.7453
C -3.9706 2.2171 3.6834
C -2.6824 2.7418 3.4790
N -1.6165 1.9430 3.3817
C -1.7676 0.6128 3.5092
S -0.4085 -0.4104 3.7847
N -3.0330 0.0841 3.6359
C -2.4507 4.2091 3.4436
H -6.2602 0.8764 3.9712
H -5.4365 -0.4199 4.8497
H -5.6215 -0.5300 3.1036
H -4.8171 2.8770 3.7997
H -3.1053 -0.9189 3.7583
H -3.3562 4.7564 3.1919
H -1.6460 4.4612 2.7561
H -2.1255 4.5261 4.4389
```

Calculated values
Multiplicity   1
DFT total energy   -2267.20363 Ha
Frontier orbital gap (spin up / spin down)   6.15 / 6.50 eV
Net charge   +2
Energy relative to the best compared isomer or geometry (same formula, charge and spin)   47.73 kcal/mol

No. 6
Here is a gas-phase ion, C3H5N3 (charge +2) at a distorted geometry from the OMol25 dataset. Energies are from ωB97M-V/def2-TZVPD.

Geometry as XYZ:
```
11
Properties=species:S:1:pos:R:3
C -0.1289 -1.4413 0.3453
C 0.5096 -0.6910 -1.6515
C -0.1838 -0.2667 0.9643
N 0.0647 -1.7330 -0.9843
N 0.3483 0.5374 -1.6156
N -0.6093 0.7405 1.5743
H -0.2917 -2.4847 0.8143
H 1.4152 -0.9464 -2.2837
H 0.8286 1.2986 -1.9762
H 0.0901 1.3946 1.9713
H -1.6838 1.0320 1.5675
```

Calculated values
Multiplicity   1
DFT total energy   -280.62549 Ha
Frontier orbital gap (spin up / spin down)   8.69 / 7.27 eV
Net charge   +2
Energy relative to the best compared isomer or geometry (same formula, charge and spin)   101.39 kcal/mol